The following is a quantum chemistry calculation of C13H41BrInO7 as an isolated structure, from the Open Molecules 2025 dataset.

Element x y z (Å)
1 C 4.889 -4.593 0.934
2 In 2.760 -4.329 0.400
3 O 1.690 -5.731 1.483
4 Br 1.963 -2.004 1.437
5 H 5.314 -5.449 0.409
6 H 4.918 -4.781 2.009
7 H 5.459 -3.699 0.685
8 H 2.402 -4.368 -1.329
9 H 0.776 -5.611 1.208
10 C -2.534 -2.945 2.635
11 C -1.221 -3.707 2.629
12 O -0.864 -4.142 1.326
13 H -3.339 -3.566 2.232
14 H -2.805 -2.639 3.647
15 H -2.458 -2.045 2.020
16 H -1.294 -4.610 3.235
17 H -0.416 -3.089 3.038
18 H -0.728 -3.358 0.780
19 C 0.477 2.093 -0.410
20 C 0.120 1.636 0.993
21 O -0.721 0.491 0.985
22 H -0.426 2.309 -0.982
23 H 1.102 2.989 -0.383
24 H 1.028 1.309 -0.934
25 H -0.438 2.414 1.517
26 H 1.027 1.422 1.569
27 H -0.226 -0.216 0.550
28 C -4.420 3.929 -2.294
29 C -3.094 3.847 -3.025
30 O -2.268 2.803 -2.524
31 H -4.255 4.073 -1.226
32 H -5.024 4.756 -2.671
33 H -4.988 3.004 -2.420
34 H -2.528 4.768 -2.886
35 H -3.257 3.714 -4.100
36 H -2.733 1.968 -2.640
37 C 7.968 -1.593 3.588
38 C 7.904 -2.740 2.595
39 O 7.581 -2.291 1.287
40 H 7.017 -1.062 3.610
41 H 8.189 -1.958 4.593
42 H 8.746 -0.878 3.307
43 H 7.115 -3.439 2.869
44 H 8.853 -3.289 2.580
45 H 8.264 -1.677 0.999
46 C -4.327 -2.559 -1.387
47 C -4.471 -4.066 -1.268
48 O -3.219 -4.730 -1.316
49 H -3.815 -2.301 -2.314
50 H -5.303 -2.068 -1.375
51 H -3.737 -2.162 -0.558
52 H -5.053 -4.459 -2.102
53 H -5.000 -4.324 -0.342
54 H -2.677 -4.431 -0.574
55 C -1.390 7.826 -1.845
56 C -2.056 8.366 -3.096
57 O -3.472 8.207 -3.064
58 H -1.635 6.772 -1.711
59 H -0.306 7.927 -1.903
60 H -1.736 8.362 -0.958
61 H -1.717 7.820 -3.975
62 H -1.803 9.422 -3.240
63 H -3.807 8.682 -2.297

The HOMO energy comes out at -5.06 eV. The strongest force on any atom is 0.8 eV Å⁻¹. The value obtained for the electronic energy is -3810.75166 a.u. The net charge is -1. For the frontier orbital gap, the calculation gives 7.07 eV.